1.
A molecular structure, C15H17HgN5, computed with ωB97M-V/def2-TZVPD.

```
38
Properties=species:S:1:pos:R:3:forces:R:3
C -1.430931 0.839036 3.402779 -1.1 1.4 -2.5
C -1.293678 -0.644635 3.398632 -0.2 -1.0 -1.6
H -0.862008 1.341775 2.574949 0.1 -0.4 1.0
H -1.318916 1.372775 4.325650 0.1 0.1 0.4
H -2.454457 0.951006 2.986171 0.3 0.9 0.8
H -0.605922 -0.967161 2.572031 -0.3 0.0 1.1
H -1.031579 -1.053693 4.354641 0.3 -0.4 0.3
H -2.295939 -0.992115 3.074777 0.7 -0.6 0.5
C 0.672762 2.735763 -1.896761 0.1 -1.1 -0.1
C 1.005775 3.516235 -2.984414 0.1 0.0 -0.6
C 1.205049 2.885715 -4.221425 -0.1 -0.2 0.5
C 1.087632 1.499768 -4.305178 -0.2 -0.4 0.3
H 0.476014 3.195775 -0.917112 0.1 -0.5 -0.4
H 1.105564 4.592800 -2.865596 -0.1 -0.2 -0.1
H 1.445719 3.466449 -5.105972 0.0 -0.1 0.1
H 1.216187 0.966127 -5.231612 0.1 0.3 -0.3
N 0.593091 1.386425 -1.991950 0.7 0.3 -0.8
C 0.788996 0.729738 -3.169163 0.1 1.6 0.6
C 0.666892 -0.773295 -3.211552 -0.2 -1.9 0.5
N 0.384556 -1.442628 -2.069918 0.4 -0.3 -0.3
C 0.203106 -2.779062 -1.983069 0.5 0.8 -1.3
C 0.660071 -2.928941 -4.315071 -0.1 -0.8 0.0
C 0.353538 -3.578562 -3.116058 -0.1 0.7 0.4
H -0.051140 -3.212035 -1.016360 0.1 0.3 -0.1
H 0.228447 -4.652715 -3.016913 0.0 0.2 -0.3
C 0.813401 -1.562371 -4.371917 0.1 1.7 0.2
H 1.050965 -1.020013 -5.285527 -0.1 -0.6 0.0
H 0.767422 -3.520500 -5.220733 0.0 0.1 0.1
Hg -0.175540 -0.078389 -0.336081 -0.9 0.1 1.7
C -2.169875 0.113324 -1.429686 0.5 0.1 0.2
H -2.357324 -0.884212 -1.869483 0.0 0.5 0.4
H -1.834938 0.815692 -2.222297 -0.4 -0.5 0.5
H -3.053203 0.508516 -0.909068 0.5 -0.2 -0.1
N 1.904833 -0.503974 1.189651 0.6 0.2 1.0
C 2.651777 -0.464540 2.123916 -2.1 0.2 -1.5
N 3.465237 -0.442241 3.107368 0.5 -0.6 -1.8
C 3.161850 -0.055507 4.299296 -1.2 1.6 4.8
N 2.943167 0.300570 5.419856 0.7 -1.1 -3.5
```
Forces are in eV/Å.

Output
Kohn-Sham gap in eV: 6.21
Multiplicity: 1

2.
A molecular structure, C15H17N3O5, computed with ωB97M-V/def2-TZVPD.

```
40
Properties=species:S:1:pos:R:3:forces:R:3
C -0.817093 -1.851369 -0.621812 2.3 2.0 1.9
C -0.740738 -0.815477 0.612101 5.7 -3.8 -0.3
C -0.510283 -0.951066 -1.876666 -4.9 -4.4 -1.6
C 0.583520 -0.129709 -1.989612 5.7 2.8 -2.9
C 0.865728 1.270613 -1.976075 0.7 2.1 -2.9
C 1.691111 -0.859235 -2.811141 2.0 4.8 1.7
C 2.641148 0.305065 -3.117112 -0.1 -3.0 2.0
C 2.123338 -2.186604 -2.965437 -1.6 -1.3 0.5
C 3.986399 -0.065504 -3.354049 -2.1 2.7 1.3
C 3.426109 -2.408176 -3.489673 -4.6 1.7 2.7
C 4.253681 -1.373040 -3.421780 4.4 -0.3 -4.3
C -2.102790 0.515686 2.084292 -0.2 3.5 1.1
C -1.496328 1.838763 1.639263 0.8 6.2 -2.8
C -1.512592 0.058804 3.410010 0.6 -3.1 -1.0
C -1.838650 0.986324 4.457207 -1.9 3.0 5.4
H -2.375538 -3.534017 -0.594225 1.4 4.9 -0.6
H -2.812738 -2.024375 -1.792569 3.4 -1.4 4.0
H 0.145141 -2.546147 -0.239788 -2.8 1.3 -1.6
H -1.465813 -0.353792 -2.153427 1.0 -1.3 0.6
H -0.339969 -1.866385 -2.707052 -1.1 2.6 1.8
H 0.400705 2.443251 -2.165852 0.1 -4.0 1.8
H 2.772720 2.332078 -2.825386 -2.2 -1.2 1.0
H 1.405864 -3.051713 -2.572361 1.6 1.8 -1.2
H 4.818971 0.604345 -3.269277 0.1 0.6 -0.4
H 3.857386 -3.230610 -3.844447 0.8 -3.9 -1.0
H 5.186874 -1.609208 -4.036751 -0.4 0.4 1.7
H -2.549555 -0.380124 0.267521 0.4 0.1 1.1
H -3.244675 0.616733 2.141111 1.9 0.1 0.2
H -0.422822 -0.073464 3.486079 -0.4 -0.5 -0.9
H -2.149594 -0.929509 3.527735 1.9 1.7 0.6
H -3.606264 1.370419 5.405471 1.8 -1.4 -3.9
H 0.378932 0.952659 1.348225 -2.1 3.0 -2.4
N -2.134742 -2.345322 -0.741784 -5.0 -4.1 -3.1
N 2.142373 1.497446 -2.613334 0.9 -1.3 -1.1
N -1.796555 -0.192904 0.964984 -3.1 -3.1 -3.3
O 0.423007 -0.808430 1.162610 -2.8 1.2 -0.5
O -2.087191 2.927808 1.588104 0.9 -3.3 0.9
O -1.223744 1.647289 5.346812 -1.7 -2.9 -4.1
O -3.228407 0.937630 4.454283 -1.0 2.2 4.6
O -0.232730 1.865064 0.858047 -0.3 -4.2 5.0
```
Forces are in eV/Å.

Output
Kohn-Sham gap in eV: 8.05
Multiplicity: 1

3.
A single C15H17N3O5 molecule, computed with ωB97M-V/def2-TZVPD.

```
40
Properties=species:S:1:pos:R:3:forces:R:3
N 1.951400 1.926498 -3.118542 0.8 2.8 1.2
C 0.998781 1.255219 -2.223261 1.1 -1.7 1.2
C 1.137658 -0.291924 -2.450413 3.8 -1.8 -1.4
C 0.002629 -1.292555 -2.228166 0.4 4.1 0.6
O 0.019503 -2.472787 -2.228058 0.0 -1.5 -0.7
O -1.039463 -0.510619 -1.860206 -2.2 -1.8 1.1
C 1.340281 1.547516 -0.688981 3.0 1.2 -0.9
O 2.561109 1.662978 -0.313187 -4.7 -0.5 -1.1
N 0.231690 1.872185 0.074102 -1.0 -3.7 -0.3
C 0.334382 1.632026 1.493462 -0.6 3.2 3.0
C 0.995826 0.424905 2.083875 0.7 -1.2 -2.7
C 0.437242 -0.830797 1.433753 1.4 -0.2 0.2
C 1.167580 -1.887717 0.991661 0.1 0.5 -0.8
N 0.401523 -2.887567 0.402173 -2.4 0.2 -0.8
C -0.922355 -2.408905 0.537586 -2.8 -0.5 -2.0
C -2.223994 -2.836561 -0.070654 1.6 0.8 3.7
C -3.418620 -2.304703 0.480399 0.7 0.6 -0.9
C -3.428567 -1.163918 1.326045 5.2 -1.4 -1.2
C -2.128330 -0.622579 1.698566 -2.7 0.6 0.1
C -0.932590 -1.174260 1.188736 -0.7 0.0 1.7
C 1.106887 2.890458 2.044590 3.7 0.6 0.9
O 2.215763 2.842188 2.690747 -5.5 0.7 -2.7
O 0.544453 4.062268 1.514756 -0.6 -3.9 0.6
H 1.644295 2.962021 -3.356808 0.6 -2.8 0.8
H 2.827158 2.064653 -2.487964 -1.7 -0.3 -1.5
H -0.035645 1.349501 -2.468156 -0.6 1.3 0.0
H 2.048798 -0.774310 -1.908704 -1.4 1.0 -0.4
H 1.575799 -0.374670 -3.511509 -1.1 0.0 1.2
H -1.747709 -1.096302 -1.399381 1.3 1.0 -1.1
H -0.598472 1.238954 -0.151866 1.3 1.4 -0.8
H -0.727805 1.684608 1.869131 1.1 0.3 -0.3
H 0.862488 0.297251 3.104495 -0.6 0.6 2.1
H 2.070380 0.616581 1.941569 -0.2 -0.9 -0.1
H 2.218635 -2.001768 1.030229 0.8 0.0 0.0
H 0.547439 -3.269388 -0.568757 0.5 0.4 1.6
H -2.212499 -3.746301 -0.581193 -0.2 -1.2 -1.1
H -4.431054 -2.639988 0.181371 1.0 -0.2 -0.1
H -4.361833 -0.748614 1.348615 -2.0 1.5 1.3
H -2.128874 0.247557 2.426352 0.2 -1.0 -1.2
H 1.096112 4.758869 1.753592 1.7 2.1 0.8
```
Forces are in eV/Å.

Output
Kohn-Sham gap in eV: 8.87
Multiplicity: 1
SMILES: N[C@@H](CC(=O)O)C(=O)N[C@@H](Cc1c[nH]c2ccccc12)C(=O)O

4.
A molecular structure, C15H17N5O16V, computed with ωB97M-V/def2-TZVPD.

```
54
Properties=species:S:1:pos:R:3:forces:R:3
O 16.289060 3.674850 -13.027860 -1.0 -0.7 1.6
V 17.434970 4.075360 -13.999120 4.6 0.3 -4.2
O 18.787340 4.653960 -13.270840 -2.0 -1.1 -0.1
N 16.733320 7.241800 -14.571320 3.7 0.7 -2.0
O 16.364930 6.245800 -14.021950 -2.0 -5.4 3.1
O 15.953260 7.889370 -15.190780 -2.4 2.8 -1.3
O 17.949890 7.469780 -14.587770 1.0 1.1 0.3
N 17.187200 4.894000 -17.323850 0.1 1.1 -4.4
O 17.209700 4.046780 -18.192140 -0.4 -2.0 -0.5
O 17.555780 4.683420 -16.204630 1.1 -1.9 6.6
O 16.950890 6.040490 -17.644280 -1.2 2.7 -0.2
O 18.364060 2.093860 -14.806540 -0.9 1.7 0.8
C 17.506710 1.044420 -15.288450 0.7 0.7 -0.1
C 17.855060 0.186680 -16.629390 1.9 2.4 -1.5
O 18.471800 0.832880 -17.695580 -1.1 -0.9 1.4
H 16.527020 1.517550 -15.355260 -0.5 -0.5 -0.4
H 17.537500 0.285090 -14.507050 -0.6 -0.6 0.5
H 16.942780 -0.332870 -16.922500 -1.4 0.0 0.0
H 18.455700 -0.680990 -16.356480 0.8 -0.6 1.1
C 21.191270 6.690010 -15.106420 0.2 -1.0 0.1
N 21.094580 6.906550 -16.544830 -3.8 0.5 -2.4
O 19.989420 6.876690 -17.095240 1.2 -0.1 1.5
O 22.083270 7.121080 -17.202210 2.1 0.3 0.1
H 20.359850 6.054190 -14.802160 -0.1 0.1 0.0
H 21.166810 7.638220 -14.569380 0.1 -0.1 -0.2
H 22.140080 6.153640 -15.094180 0.0 0.2 0.9
C 18.434460 1.990830 -10.729920 -0.8 0.8 0.3
C 19.470630 1.337240 -10.059500 -0.6 1.1 -0.7
C 20.297660 2.094330 -9.237450 0.9 0.4 -0.3
C 20.087120 3.469920 -9.052080 -1.3 0.2 -0.2
C 18.979150 4.111810 -9.670830 0.0 -1.2 0.4
C 18.111330 3.336460 -10.479200 1.7 0.3 0.8
N 20.996370 4.238630 -8.123980 1.2 -0.3 -0.8
O 22.114800 3.680060 -7.878650 -2.9 2.0 0.0
O 20.629450 5.369910 -7.750170 1.1 -2.4 -0.4
H 17.835140 1.512630 -11.490540 0.0 -0.4 0.0
H 19.604870 0.302070 -10.336620 0.6 -0.1 0.4
H 21.263820 1.718640 -8.934440 -0.2 -0.3 0.5
H 18.747930 5.156040 -9.520750 0.2 0.0 0.1
H 17.259640 3.825350 -10.928670 0.1 -0.2 -0.4
C 22.299400 4.008100 -12.393580 1.4 0.6 0.4
C 21.486610 2.884810 -12.468860 0.3 0.1 -0.4
C 22.027300 1.778520 -13.089710 1.8 -0.6 -0.5
C 23.395540 1.776700 -13.469700 -1.4 -0.4 0.2
C 24.232040 2.866670 -13.326840 -0.3 -0.7 -0.5
C 23.650810 3.990620 -12.794250 -0.7 0.1 0.2
N 23.920070 0.489410 -13.991900 0.5 0.1 -0.5
O 23.836640 -0.486240 -13.265940 -0.2 0.1 0.0
O 24.445010 0.467970 -15.097530 -0.2 0.3 0.6
H 22.041710 4.960300 -11.953890 -0.8 -0.1 0.1
H 20.481940 2.803040 -12.081120 -0.1 0.6 -0.3
H 21.473610 0.883210 -13.331070 -0.3 0.0 0.3
H 25.259030 2.848260 -13.660520 0.1 -0.1 0.0
H 24.280830 4.858210 -12.664760 -0.2 0.3 0.0
```
Forces are in eV/Å.

Output
Kohn-Sham gap in eV: 1.88
Net charge: -3
Multiplicity: 1

5.
3 unconnected molecules or ions with the total composition C15H17NO7S, computed with ωB97M-V/def2-TZVPD.

```
41
Properties=species:S:1:pos:R:3:forces:R:3
C 4.748637 -0.822711 -0.770622 -0.2 0.0 0.0
C 3.966491 -0.945952 -2.162962 1.4 1.8 0.8
C 3.033277 0.266105 -2.194374 -1.6 0.2 1.5
C 2.097398 0.552908 -1.229688 1.8 0.0 -2.6
N 1.751071 -0.322828 -0.127041 -1.2 1.1 -2.1
C 1.075685 -1.217885 -0.668661 0.3 -2.3 1.0
S 0.461850 -2.595820 -1.144038 0.3 1.9 0.3
C 1.725815 1.993984 -1.529957 0.9 1.3 3.0
O 1.543275 2.744597 -0.611445 0.0 0.1 -1.1
O 2.081455 2.479485 -2.783188 0.5 -2.8 1.6
C 2.808765 1.344326 -3.234103 -1.0 -1.3 -2.2
O 2.855455 1.142461 -4.407211 1.1 0.4 0.1
H 4.422019 -1.584425 -0.039483 0.2 0.4 -0.4
H 4.570930 0.176483 -0.320143 0.1 -0.7 -0.2
H 5.842991 -0.897555 -0.904182 -0.6 -0.2 -0.1
H 4.765210 -0.764065 -2.909403 -0.8 -0.6 -0.1
H 3.479885 -1.927504 -2.243825 0.0 0.5 -0.3
O -0.924095 -4.168251 0.954025 0.2 0.1 0.0
C -1.535317 -3.336495 1.565063 -0.1 -0.5 0.1
C -3.036370 -3.254592 1.717608 -0.1 0.5 0.0
C -3.225845 -1.830206 2.219100 -0.4 -0.1 -0.1
C -1.932818 -1.572614 2.961955 -0.1 0.4 0.2
O -0.938056 -2.338360 2.256166 0.0 -0.2 -0.2
H -3.360568 -3.995266 2.451492 0.0 -0.1 -0.1
H -3.533471 -3.420557 0.764547 0.1 -0.3 0.1
H -4.111275 -1.695826 2.838230 0.1 0.1 0.0
H -3.304509 -1.150949 1.370881 0.0 0.0 0.1
H -1.969440 -1.920173 3.997644 0.0 -0.1 0.0
H -1.657070 -0.520090 2.953858 0.2 -0.1 0.0
O -3.327319 1.170927 1.798324 0.2 0.0 0.2
C -2.571645 1.800850 1.111601 -0.3 0.2 0.2
C -2.759821 2.147608 -0.347359 0.5 -0.1 -0.3
C -1.358221 2.576221 -0.758494 -0.1 0.1 -0.2
C -0.795370 3.119667 0.539667 0.3 0.3 0.2
O -1.420841 2.339726 1.574976 -0.4 -0.3 0.0
H -3.477895 2.965834 -0.426591 -0.1 -0.1 0.0
H -3.103248 1.283584 -0.912011 -0.3 0.1 0.1
H -1.338028 3.299874 -1.572315 0.0 0.0 0.1
H -0.784380 1.700384 -1.073173 -0.1 0.0 0.0
H -1.049481 4.171233 0.695452 -0.1 0.0 0.0
H 0.284874 3.005868 0.599681 -0.8 0.0 0.5
```
Forces are in eV/Å.

Output
Kohn-Sham gap in eV: 9.13
Multiplicity: 1
SMILES: CCC1=C(N=C=S)C(=O)OC1=O.O=C1CCCO1.O=C1CCCO1

6.
A molecular structure, C15H17NTc, computed with ωB97M-V/def2-TZVPD.

```
34
Properties=species:S:1:pos:R:3:forces:R:3
C -1.451995 -0.892961 -1.866968 0.0 0.8 0.0
C -0.163357 -0.498791 -2.350796 -0.2 0.8 -0.3
C 0.030523 0.890411 -2.033258 -0.5 0.2 -0.7
C -1.152615 1.362551 -1.364278 -0.3 -0.4 -0.7
C -2.065207 0.256191 -1.250090 0.1 0.8 -0.9
Tc -0.199539 -0.279726 -0.159555 0.7 -0.6 -1.8
C 1.850032 -0.789357 -0.134517 0.6 -0.3 0.0
C 0.996227 -1.922139 -0.203264 1.8 -1.3 0.2
C 1.075402 -3.255807 -0.267359 -0.5 0.6 0.1
N -1.147250 -1.126749 1.016461 -1.9 -0.9 4.1
H 0.906891 1.481893 -2.285352 -0.3 -0.2 0.1
H 0.526243 -1.135987 -2.899787 -0.1 0.2 0.4
H -1.335492 2.384858 -1.042197 0.1 -0.3 0.1
H -3.049628 0.280930 -0.794449 0.3 0.0 0.0
H -1.907863 -1.868089 -2.001993 0.2 0.2 0.3
H 2.403383 -0.516810 -1.039435 -0.1 0.1 0.3
H -1.732545 -1.562823 1.727011 0.3 -0.2 -0.7
H 2.373798 -0.567298 0.799890 0.0 -0.2 -0.3
H 2.032940 -3.786381 -0.375256 -0.4 0.4 0.2
H 0.172339 -3.863663 -0.190209 0.2 0.1 -0.2
C 0.635086 1.776564 1.575547 0.6 0.1 0.1
C 0.128350 2.524491 2.654169 -0.5 0.6 0.9
C 0.626954 3.842905 2.915937 -0.3 -0.4 0.0
C 0.291075 4.511975 4.084592 -0.3 -0.1 0.1
C -0.614443 3.938708 4.994563 0.1 -0.3 -0.3
C -1.188892 2.684720 4.711839 0.0 0.2 -0.1
C -0.841087 1.987185 3.560554 0.6 0.2 0.0
H 1.170608 2.325073 0.801854 0.1 -0.3 0.1
H 0.883372 0.716692 1.747198 -0.5 0.3 -0.3
H 1.321727 4.285027 2.197413 -0.2 -0.1 0.3
H 0.729614 5.487404 4.308341 -0.1 -0.3 -0.1
H -0.872896 4.457076 5.918030 0.1 -0.1 -0.3
H -1.916671 2.256479 5.410057 0.3 0.2 -0.3
H -1.281334 1.015358 3.327053 0.2 0.3 0.1
```
Forces are in eV/Å.

Output
Kohn-Sham gap (alpha / beta) in eV: 7.30 / 6.84
⟨S²⟩: 3.814
Multiplicity: 4